(1)
Here is C17H16Cl2N2O5 in the gas phase from the OMol25 dataset. Energies are from the ωB97M-V functional and the def2-TZVPD basis.

Geometry (Å):
C: 1.28498 8.47990 1.45559
O: 0.74641 7.19923 1.25155
C: 1.17625 6.48119 0.17419
C: 2.12093 6.90789 -0.74264
C: 2.48849 6.09301 -1.80561
C: 1.91203 4.85139 -1.95482
C: 0.96234 4.40675 -1.04372
C: 0.58420 5.20736 0.02067
O: -0.34705 4.88808 0.96892
C: -0.94043 3.61491 0.93932
C: 0.00053 2.50891 1.43787
C: -0.42801 1.15147 0.94587
O: -1.05376 0.93622 -0.05799
O: -0.02445 0.18666 1.78729
C: -0.21716 -1.13814 1.32561
C: 0.73302 -1.40814 0.17067
O: 1.55990 -0.61480 -0.19950
N: 0.61485 -2.62256 -0.46437
C: -0.21621 -3.69232 -0.23975
N: -1.04447 -3.68285 0.79263
C: -1.84430 -4.70935 1.01584
C: -1.85968 -5.83259 0.20441
Cl: -2.91583 -7.14992 0.52901
C: -0.99566 -5.87903 -0.88766
C: -0.16548 -4.80078 -1.11310
Cl: 0.92443 -4.81455 -2.45465
H: 0.80110 8.86221 2.35317
H: 2.36789 8.44301 1.61777
H: 1.06774 9.14922 0.61602
H: 2.58250 7.87723 -0.64111
H: 3.22848 6.44212 -2.50956
H: 2.19349 4.21191 -2.77712
H: 0.52533 3.43127 -1.18582
H: -1.80673 3.69612 1.60102
H: -1.29725 3.36243 -0.06684
H: 0.07606 2.49925 2.52442
H: 1.00339 2.68490 1.03721
H: -0.00572 -1.80378 2.16238
H: -1.24825 -1.28711 0.98906
H: 1.24441 -2.73199 -1.25604
H: -2.49059 -4.62153 1.87650
H: -0.97723 -6.73706 -1.54087

charge = 0
structure (SMILES) = COc1ccccc1OCCC(=O)OCC(=O)Nc1ncc(Cl)cc1Cl
largest force on an atom = 0.9 eV Å⁻¹
Kohn-Sham gap = 8.1 eV
M = 399.230 g mol⁻¹
E = -56151.399 eV

Here are the Mulliken charges for atoms 1 to 5, given in e: C -0.966; O -0.375; C 0.686; C -0.374; C -0.746

=====

(2)
Here is a molecular structure, C16H19BN6W at a distorted geometry from the OMol25 dataset. Energies are from the ωB97M-V functional and the def2-TZVPD basis.

Geometry (Å):
H: 0.67515 3.55860 0.43187
N: 0.40470 1.76061 -0.77370
B: -0.57452 0.34123 -2.81345
N: -0.09651 1.64118 -2.07618
C: 0.14639 2.81182 -2.70798
W: 1.91965 0.62452 0.15701
H: 0.14356 2.90111 -3.78138
C: 0.54121 3.76369 -1.77513
H: 0.86161 4.76499 -1.99672
C: 0.50892 3.12114 -0.53681
H: -0.41552 0.50074 -4.00235
C: -2.88883 -2.53766 3.20781
H: -2.28926 -2.99657 3.99676
H: -2.23567 -2.30826 2.36249
H: -3.64069 -3.25948 2.88133
N: -2.15984 -0.07990 -2.62950
N: 0.48026 -0.70094 -2.30143
N: -2.52795 -0.23757 -1.29098
N: 1.02141 -0.82045 -1.01815
C: -3.27480 -0.33810 -3.37720
C: 1.20805 -1.49306 -3.11493
H: -3.25418 -0.24925 -4.43419
H: 1.20252 -1.37899 -4.18302
C: -4.30684 -0.69079 -2.51821
C: 2.02665 -2.31610 -2.34922
C: -3.75173 -0.62803 -1.20270
C: 1.75234 -2.00221 -1.02041
H: -5.31184 -0.95715 -2.67312
H: 2.75521 -3.00582 -2.73040
H: -4.12560 -0.82033 -0.20714
H: 2.13389 -2.48950 -0.14036
H: -3.33870 -1.67978 3.55141
C: 3.06366 0.56344 4.54474
C: 3.67160 0.53140 3.26719
C: 2.86323 0.44959 2.09773
C: 1.44796 0.40035 2.14033
C: 0.87087 0.37194 3.42703
C: 1.66718 0.47700 4.62783
H: 3.69439 0.65131 5.45586
H: 4.76795 0.58941 3.21555
H: 3.33456 0.36697 1.07846
H: -0.21032 0.29562 3.55801
H: 1.23988 0.50326 5.65328

charge = +2
largest force on an atom = 7.8 eV Å⁻¹
2S+1 = 3
Kohn-Sham gap (spin up / spin down) = 3.0 / 3.5 eV
M = 490.022 g mol⁻¹
E = -28320.160 eV

Here are the Mulliken charges for atoms 1 to 5, given in e: H 0.548; N -0.296; B 0.387; N 0.055; C -0.076

=====

(3)
Here is 3 unconnected molecules or ions with the total composition C12H34O5P at a distorted geometry from the OMol25 dataset. Energies are from the ωB97M-V functional and the def2-TZVPD basis.

Geometry (Å):
O: 1.08916 1.68034 0.10209
C: 0.54755 2.24279 -1.10904
C: -0.98936 2.50986 -0.94445
C: -1.83456 1.20792 -1.09313
C: -3.32111 1.31793 -0.59355
P: -4.24626 2.92800 -1.07257
H: 1.21408 2.42592 0.68823
H: 0.76460 1.60249 -1.98769
H: 1.05752 3.22028 -1.28662
H: -1.34307 3.25341 -1.69188
H: -1.15234 2.90960 0.07878
H: -1.75228 0.81317 -2.13152
H: -1.33335 0.43636 -0.44831
H: -3.87806 0.48002 -1.08819
H: -3.39678 1.15473 0.50345
H: -5.32746 2.13386 -1.70263
H: -5.03761 2.84166 0.17977
H: -3.30732 3.77430 -0.34153
H: -3.51120 3.04384 -2.33521
H: -4.99893 4.13925 -1.42333
C: -2.18015 -1.04608 2.43594
O: -3.09201 -1.43001 1.42256
C: -2.53794 -2.36133 0.50926
C: -3.00773 -3.77524 0.80661
O: -2.50506 -4.24358 2.05522
C: -3.47185 -4.17542 3.08802
H: -2.73974 -0.52930 3.21581
H: -1.67745 -1.91060 2.87814
H: -1.43447 -0.35858 2.02269
H: -1.44527 -2.30456 0.51126
H: -2.88822 -2.07717 -0.48783
H: -2.61637 -4.44503 0.03417
H: -4.10009 -3.83424 0.78149
H: -4.21078 -4.97448 2.96304
H: -3.97847 -3.20752 3.10692
H: -2.95928 -4.31766 4.03966
C: 5.40188 -1.81104 -0.10955
O: 4.35976 -1.03663 -0.67379
C: 4.14181 0.18801 0.02238
C: 4.77254 1.35876 -0.70968
O: 6.19627 1.26548 -0.72099
C: 6.69925 0.79230 -1.95770
H: 5.66535 -2.59466 -0.82062
H: 6.29059 -1.20814 0.09268
H: 5.05709 -2.27907 0.81883
H: 4.51591 0.12153 1.04896
H: 3.06126 0.34576 0.06639
H: 4.51772 2.28088 -0.17943
H: 4.38031 1.43692 -1.72782
H: 6.63753 1.58181 -2.71403
H: 6.15793 -0.09099 -2.30558
H: 7.74648 0.52417 -1.81567

charge = -1
largest force on an atom = 1.5 eV Å⁻¹
Kohn-Sham gap = 5.3 eV
M = 289.373 g mol⁻¹
E = -32515.554 eV

Here are the Mulliken charges for atoms 1 to 5, given in e: O -0.453; C -0.657; C -0.450; C -0.194; C -0.973